# C41H113N7O16

12 unconnected molecules or ions with the total composition C41H113N7O16 in a non-equilibrium geometry (ωB97M-V/def2-TZVPD, the Open Molecules 2025 dataset).

Its net charge is 0. The LUMO energy is 0.200 eV. Its total energy is -87526.419 eV. For the energy above the lowest of the compared OMol25 structures with the same formula, charge and spin, the calculation gives 0.0 kcal per mole. As for the largest force on an atom: 2.917 eV Å⁻¹. The calculation puts the HOMO energy at -8.43 eV. As for the SMILES: COC[C@H](C)N.COC[C@H](C)N.COC[C@H](C)N.COCCNCCOC.COCCNCCOC.COCCNCCOC.COCCNCCOC.CO.CO.CO.CO.CO.

Atoms and positions in Å:
C  -4.9185  7.9009  -5.8800
O  -3.9142  7.1279  -5.2308
C  -2.5916  7.2834  -5.7792
C  -1.5759  6.4064  -5.0755
C  -1.3598  6.7160  -3.6196
N  -0.3261  6.1463  -5.7720
H  -4.9957  8.9108  -5.4774
H  -5.9087  7.5553  -5.5831
H  -4.7924  7.8282  -6.9603
H  -2.6468  6.9480  -6.8149
H  -2.2656  8.3213  -5.8461
H  -2.0786  5.4398  -5.1070
H  -0.5745  7.4677  -3.5403
H  -1.0243  5.8414  -3.0622
H  -2.2637  7.1143  -3.1587
H  -0.5272  5.9224  -6.7362
H  0.0466  7.0837  -5.8221
C  4.0207  -9.5530  -0.0738
O  3.0367  -8.9536  -0.9048
C  2.6583  -7.7090  -0.4060
C  1.5363  -7.1594  -1.3434
C  1.0523  -5.8406  -0.8027
N  0.3671  -8.0187  -1.3531
H  3.9837  -10.6288  -0.2450
H  3.8907  -9.4161  0.9997
H  5.0228  -9.1909  -0.3038
H  2.3203  -7.7887  0.6272
H  3.5069  -7.0429  -0.5623
H  1.8880  -6.9609  -2.3558
H  0.6728  -5.9241  0.2157
H  0.3247  -5.4416  -1.5095
H  1.8180  -5.0918  -0.5998
H  0.9056  -8.8466  -1.5646
H  -0.1034  -7.9097  -2.2401
C  -7.0293  0.1988  -6.0241
O  -7.1641  1.0518  -4.8586
C  -6.1139  1.9693  -4.6227
C  -6.3901  2.7473  -3.2876
C  -7.7055  3.5821  -3.3930
N  -5.4194  3.7147  -2.8731
H  -6.2924  -0.5749  -5.8085
H  -6.7435  0.7399  -6.9261
H  -7.9244  -0.4074  -6.1630
H  -5.2399  1.3206  -4.5639
H  -5.9742  2.6157  -5.4892
H  -6.5861  2.0107  -2.5085
H  -7.8740  4.2990  -2.5893
H  -8.5255  2.8643  -3.3752
H  -7.8346  4.1250  -4.3293
H  -5.3420  4.4085  -3.6030
H  -5.8509  4.2148  -2.1091
C  -0.0556  -0.4691  -7.9240
O  0.2043  -1.8375  -8.2815
C  -0.9836  -2.6008  -8.2521
C  -0.5901  -3.9414  -8.8700
N  0.4831  -4.6350  -8.1307
C  0.8828  -5.8742  -8.7389
C  1.9663  -6.6123  -7.9373
O  3.1861  -5.7987  -7.9168
C  4.3018  -6.2203  -7.1499
H  -0.5639  -0.3393  -6.9686
H  -0.7407  0.0308  -8.6087
H  0.7986  0.2057  -7.9808
H  -1.7083  -2.0458  -8.8478
H  -1.4234  -2.8059  -7.2760
H  -0.2649  -3.7810  -9.8979
H  -1.3909  -4.6784  -8.9308
H  1.2392  -4.0092  -7.8925
H  1.3078  -5.6241  -9.7109
H  0.0002  -6.5059  -8.8389
H  2.0934  -7.6783  -8.1261
H  1.5933  -6.7406  -6.9211
H  4.7981  -7.1316  -7.4835
H  4.0553  -6.4494  -6.1131
H  5.0354  -5.4191  -7.2400
C  6.5635  0.4546  1.7776
O  7.1239  -0.1223  2.9242
C  8.2575  0.6413  3.4741
C  8.8719  0.0542  4.7881
N  9.3541  -1.2999  4.5587
C  9.7814  -2.1080  5.7156
C  11.1710  -1.6310  6.3842
O  11.1431  -0.4705  7.1972
C  10.3348  -0.6224  8.3616
H  7.1481  0.2968  0.8712
H  6.3518  1.5203  1.8648
H  5.5815  0.0399  1.5501
H  7.7831  1.6127  3.6133
H  9.0226  0.7097  2.7007
H  8.0972  0.1827  5.5440
H  9.7222  0.6933  5.0262
H  8.6977  -1.8106  3.9857
H  10.0168  -3.1175  5.3786
H  8.9733  -2.2771  6.4272
H  11.9210  -1.4926  5.6055
H  11.5991  -2.4430  6.9720
H  9.2883  -0.7809  8.1013
H  10.3013  0.2667  8.9913
H  10.6150  -1.4999  8.9443
C  -0.9584  -1.4769  4.7114
O  -0.7041  -2.0052  6.0173
C  -1.3365  -1.2940  7.0719
C  -1.1554  -2.1402  8.3653
N  -2.0302  -3.2868  8.6079
C  -1.4775  -4.2138  9.5914
C  -2.3278  -5.4326  9.9507
O  -2.0359  -6.4952  8.9837
C  -2.6640  -7.7409  9.2419
H  -0.3615  -0.5661  4.7595
H  -1.9934  -1.2353  4.4695
H  -0.5013  -2.1104  3.9512
H  -2.4147  -1.1943  6.9467
H  -0.9092  -0.3000  7.2039
H  -1.1703  -1.4593  9.2164
H  -0.1251  -2.4952  8.3437
H  -2.1278  -3.7518  7.7167
H  -1.3560  -3.6753  10.5313
H  -0.5115  -4.5434  9.2090
H  -3.3991  -5.2610  9.8460
H  -2.0656  -5.8192  10.9355
H  -3.6888  -7.5573  8.9192
H  -2.6792  -8.0263  10.2938
H  -2.2097  -8.5356  8.6501
C  0.9898  5.0660  4.1171
O  -0.1037  5.8863  3.8268
C  -1.1150  5.2155  3.0830
C  -2.1752  6.2192  2.6526
N  -2.9788  6.7364  3.7483
C  -3.8329  7.8534  3.3887
C  -4.4186  8.3065  4.7322
O  -3.4067  8.8057  5.5731
C  -3.8101  9.1897  6.8480
H  1.4545  4.7640  3.1785
H  0.6500  4.1614  4.6214
H  1.7029  5.6100  4.7364
H  -1.5286  4.4806  3.7736
H  -0.7167  4.6947  2.2123
H  -2.8988  5.6553  2.0638
H  -1.8315  7.0765  2.0739
H  -2.2963  7.0391  4.4285
H  -4.6365  7.5200  2.7321
H  -3.2917  8.6155  2.8279
H  -4.9178  7.4556  5.1957
H  -5.1772  9.0321  4.4387
H  -4.5627  9.9767  6.8968
H  -2.9266  9.5485  7.3759
H  -4.2521  8.3397  7.3679
C  -5.2625  2.2970  3.1284
O  -5.7837  3.5969  3.3004
H  -5.6637  1.7209  2.2946
H  -4.2157  2.3622  2.8317
H  -5.2106  1.7710  4.0817
H  -5.0707  4.2067  3.5036
C  -4.6475  -3.3331  -0.5096
O  -5.4292  -4.4953  -0.4578
H  -5.2678  -2.4395  -0.4406
H  -3.8147  -3.3156  0.1935
H  -4.2681  -2.9797  -1.4683
H  -4.8707  -5.1814  -0.0851
C  2.8937  -2.3480  -4.6850
O  3.0732  -1.3238  -3.6989
H  3.4837  -2.1865  -5.5872
H  3.2350  -3.3063  -4.2935
H  1.8474  -2.5336  -4.9279
H  2.9420  -0.4732  -4.1241
C  -1.1641  0.9122  -1.6874
O  -2.3988  1.0865  -1.1026
H  -0.3242  1.0438  -1.0051
H  -1.0430  -0.0132  -2.2504
H  -0.9764  1.6971  -2.4201
H  -2.8656  1.8762  -1.3858
C  4.3651  3.5309  -4.4667
O  3.0456  3.0715  -4.4502
H  4.4834  4.1549  -5.3526
H  4.4740  4.1817  -3.5991
H  5.0787  2.7210  -4.3157
H  2.5193  3.8141  -4.7554

# C41H116N18O15

13 unconnected molecules or ions with the total composition C41H116N18O15 in a non-equilibrium geometry (ωB97M-V/def2-TZVPD, the Open Molecules 2025 dataset).

Its net charge is 0. The LUMO energy is 0.322 eV. Its total energy is -101928.670 eV. For the energy above the lowest of the compared OMol25 structures with the same formula, charge and spin, the calculation gives 16.3 kcal per mole. As for the largest force on an atom: 5.487 eV Å⁻¹. The calculation puts the HOMO energy at -7.81 eV.

Atoms and positions in Å:
C  -0.4315  -3.8199  3.2526
O  -1.0456  -3.4313  2.2878
N  -0.4034  -3.2227  4.4162
N  0.2121  -4.9216  3.2646
H  -0.8837  -2.3407  4.5239
H  -0.0562  -3.6887  5.2423
H  0.8612  -5.1814  3.9935
H  0.1353  -5.4129  2.3856
C  -3.0278  3.1789  3.0877
O  -2.6191  2.7207  4.1283
N  -3.9418  2.5741  2.3821
N  -2.6918  4.2792  2.4702
H  -4.1343  3.0203  1.4967
H  -4.3838  1.7274  2.7105
H  -3.1327  4.4206  1.5726
H  -2.0359  4.9442  2.8544
C  -3.1686  -4.8223  -0.3982
O  -2.1342  -5.3041  -0.7740
N  -3.3126  -4.2013  0.7373
N  -4.3077  -4.8510  -1.0085
H  -4.2607  -3.9079  0.9250
H  -2.5228  -3.9988  1.3333
H  -4.3617  -5.4327  -1.8324
H  -5.1274  -4.4247  -0.6006
C  -3.7187  4.2965  -1.3151
O  -3.9405  4.0765  -0.1102
N  -3.3540  3.3873  -2.1313
N  -3.8182  5.4914  -1.8332
H  -3.2801  3.5768  -3.1206
H  -3.1216  2.5031  -1.7020
H  -3.5333  5.6537  -2.7885
H  -4.1412  6.2460  -1.2447
C  -3.8942  -1.0065  3.2008
O  -4.6414  -1.8908  2.8113
N  -2.5511  -1.0491  3.0317
N  -4.3421  0.0255  3.8275
H  -1.9534  -0.4119  3.5384
H  -2.2089  -1.9436  2.7111
H  -5.3448  -0.0167  3.9414
H  -3.8022  0.8005  4.1851
C  -7.2099  1.3838  -0.3983
O  -6.9259  0.1096  -0.9284
C  -6.7675  -0.8565  0.1683
C  -6.1228  -2.1314  -0.3344
N  -5.9973  -3.1957  0.5663
C  -7.2358  -3.8761  0.9235
C  -6.8743  -5.0306  1.9914
O  -8.0677  -5.5793  2.5735
C  -8.9187  -6.2960  1.7346
H  -8.1432  1.4570  0.1601
H  -7.4139  2.0593  -1.2290
H  -6.3897  1.7182  0.2371
H  -7.7483  -1.0278  0.6118
H  -6.1233  -0.4349  0.9398
H  -5.0846  -1.8777  -0.5484
H  -6.6581  -2.5084  -1.2059
H  -5.5108  -2.8289  1.3718
H  -7.6462  -4.3199  0.0165
H  -8.0243  -3.2673  1.3658
H  -6.2685  -4.5856  2.7808
H  -6.2050  -5.7568  1.5300
H  -9.7240  -6.6754  2.3637
H  -8.4430  -7.2283  1.4304
H  -9.3859  -5.8277  0.8683
C  -2.0707  0.5341  -4.9587
O  -1.3087  1.5997  -5.4523
C  0.0107  1.6238  -4.7801
C  0.9391  2.5472  -5.6937
N  2.2822  2.5747  -5.1319
C  3.1925  3.3077  -6.0158
C  4.5912  3.5140  -5.4115
O  4.4460  4.0430  -4.0924
C  5.7218  4.1673  -3.4749
H  -2.3236  0.6738  -3.9077
H  -1.5325  -0.4062  -5.0785
H  -3.0773  0.4951  -5.3749
H  0.4637  0.6354  -4.7024
H  0.0983  2.0300  -3.7724
H  0.4729  3.5317  -5.6556
H  0.9407  2.1010  -6.6882
H  2.2117  3.1976  -4.3399
H  2.7690  4.2848  -6.2478
H  3.3155  2.8721  -7.0074
H  5.0999  4.2225  -6.0652
H  5.1604  2.5862  -5.3546
H  6.4142  4.7950  -4.0359
H  6.2370  3.2624  -3.1528
H  5.6596  4.7403  -2.5498
C  0.8190  0.6609  3.0359
C  0.5389  0.6682  4.6084
C  0.9761  1.9989  5.3131
O  2.4111  2.3376  5.1983
C  3.2661  1.4227  5.8864
N  -0.8833  0.4283  4.9138
H  1.8988  0.6926  2.8906
H  0.1974  1.4752  2.6636
H  0.4300  -0.2245  2.5331
H  1.1852  -0.1413  4.9477
H  0.7153  2.1344  6.3627
H  0.4705  2.7321  4.6846
H  3.1017  0.3452  5.8728
H  3.2693  1.6945  6.9420
H  4.2682  1.6039  5.4977
H  -1.3776  1.2185  4.5246
H  -0.8924  0.6923  5.8886
C  3.0264  -3.4525  2.5078
C  4.2459  -2.6623  1.9514
C  5.4752  -3.4899  1.5520
O  6.5746  -2.7146  0.9760
C  6.6464  -2.7459  -0.5138
N  3.8029  -1.9200  0.8092
H  2.5685  -4.0877  1.7496
H  2.3001  -2.6988  2.8122
H  3.4547  -3.9507  3.3775
H  4.4555  -1.8606  2.6595
H  5.1359  -4.2983  0.9044
H  5.9909  -4.0169  2.3547
H  7.4043  -2.0305  -0.8329
H  5.7889  -2.2723  -0.9918
H  6.8278  -3.7705  -0.8385
H  4.6435  -1.8214  0.2579
H  3.1959  -2.5311  0.2817
C  0.3263  -3.7028  -3.4984
C  1.2800  -4.3502  -2.5345
C  2.6339  -3.5324  -2.3071
O  3.5348  -4.1685  -1.4205
C  4.2747  -5.2381  -1.9562
N  0.5525  -4.3978  -1.2986
H  -0.3091  -2.8931  -3.1396
H  -0.4502  -4.3841  -3.8462
H  0.8376  -3.4479  -4.4267
H  1.5625  -5.3687  -2.8009
H  2.4017  -2.5234  -1.9665
H  3.1823  -3.4091  -3.2410
H  4.9426  -5.0357  -2.7936
H  3.6765  -6.0805  -2.3035
H  4.8978  -5.5862  -1.1324
H  0.3667  -3.4364  -1.0507
H  1.3305  -4.5523  -0.6733
C  0.4409  -0.0168  -1.8191
C  -0.2216  -0.6653  -0.6332
C  -1.6442  -1.1941  -0.9457
O  -2.6131  -0.1871  -1.1700
C  -3.3354  0.3804  -0.0652
N  0.5799  -1.7241  0.0127
H  0.3136  -0.5217  -2.7767
H  1.5051  0.0978  -1.6131
H  0.1679  1.0357  -1.8964
H  -0.3604  0.0792  0.1507
H  -1.9846  -1.8350  -0.1324
H  -1.6430  -1.8322  -1.8294
H  -2.6163  0.7137  0.6830
H  -4.0672  -0.3338  0.3121
H  -3.9278  1.2832  -0.2146
H  0.0967  -2.0697  0.8295
H  1.3428  -1.2015  0.4190
C  0.3579  4.0905  -0.4377
C  1.2741  4.7597  -1.4867
C  2.3347  5.7229  -0.8741
O  3.3723  6.1754  -1.8496
C  4.2690  7.1026  -1.2608
N  1.9096  3.6408  -2.1507
H  0.9138  3.3812  0.1755
H  -0.5004  3.6020  -0.8989
H  -0.0445  4.8091  0.2764
H  0.7259  5.2428  -2.2955
H  2.7901  5.3181  0.0297
H  1.8400  6.6332  -0.5352
H  4.8154  6.5677  -0.4840
H  3.7405  7.9285  -0.7847
H  4.9618  7.5074  -1.9985
H  2.1231  2.8710  -1.5328
H  2.7541  4.0166  -2.5579
C  6.1181  3.0435  0.5287
C  4.8016  2.9829  1.3336
C  3.8752  1.7654  0.9155
O  3.3743  1.9629  -0.3974
C  3.9358  1.1668  -1.4096
N  5.2281  2.9083  2.6964
H  6.8005  2.2221  0.7470
H  6.6306  3.9966  0.6592
H  5.8930  3.0346  -0.5378
H  4.3111  3.9562  1.3172
H  3.0650  1.8065  1.6434
H  4.4186  0.8450  1.1288
H  3.3821  1.1577  -2.3485
H  3.9835  0.1149  -1.1277
H  4.9493  1.5089  -1.6193
H  5.7954  2.0726  2.6936
H  4.3897  2.7700  3.2423